The following is a DFT calculation (ωB97M-V/def2-TZVPD) of 2 unconnected molecules or ions with the total composition C29H58BrN3O6PSi.

The orbital gap is 8.09 eV. For the total energy, the calculation gives -4960.1319 Ha. Its lowest unoccupied orbital energy is -3.82 eV. The value obtained for the maximum force is 2.0 eV/A.

```
! RIJCOSX wB97M-V def2-TZVPD def2/J DEFGRID3
* xyz 1 1
C 2.6445 -2.2548 2.9246
C 1.9685 -1.9159 1.5858
N 1.5526 -0.4972 1.5438
C 0.2999 -0.1440 0.9053
C -0.1321 -1.0906 -0.2882
C 0.9093 -1.4292 -1.3578
C 0.2976 -1.4651 -2.7821
C 1.0369 -0.6430 -3.8406
O 0.2971 0.5590 -4.0646
C 0.7047 1.2751 -5.1604
C 0.3988 2.7433 -5.0493
O 1.2283 0.7623 -6.1341
C -0.9102 -0.3996 1.7860
P -1.1571 -1.8275 2.9367
O -1.2650 -1.3223 4.3206
N -1.8341 0.4809 1.6312
Si -3.5298 0.6376 2.3266
C -3.7733 2.3888 2.9580
C -4.0277 -0.5302 3.6790
C -4.7335 0.3690 0.9035
C -1.3306 1.6280 0.8221
C -2.2076 2.2799 -0.2399
C -2.5510 1.5557 -1.5497
N -2.4155 2.5328 -2.6480
C 0.2248 1.4047 0.5953
C 0.5835 1.7820 -0.8407
C 2.0580 1.6808 -1.2699
C 2.6653 3.0059 -1.6960
O 4.0905 2.9549 -1.7566
C 4.5676 1.9823 -2.6021
C 5.3485 0.8794 -1.9532
O 4.3736 2.0314 -3.8014
C 0.8013 2.3498 1.6849
Br 2.7785 2.2160 1.9502
C 0.5621 3.8318 1.4035
C 1.1259 4.7767 2.4794
H 2.5994 -1.4098 3.6009
H 3.6987 -2.4631 2.7635
H 2.2311 -3.1511 3.3787
H 2.7232 -2.0731 0.8154
H 1.1926 -2.6313 1.3616
H 2.2723 -0.0269 1.0183
H -1.0684 -0.6957 -0.6751
H -0.4071 -2.0332 0.1925
H 1.2249 -2.4498 -1.1600
H 1.8135 -0.8355 -1.3229
H -0.7298 -1.1105 -2.7582
H 0.2353 -2.4948 -3.1183
H 1.0982 -1.2134 -4.7593
H 2.0433 -0.4128 -3.4997
H 1.0380 3.2410 -5.7660
H 0.5613 3.1069 -4.0438
H -0.6370 2.9014 -5.3333
H -2.3171 -2.4544 2.4378
H -0.1331 -2.7610 2.8321
H -4.5419 2.3244 3.7238
H -2.8745 2.7845 3.4251
H -4.1260 3.0595 2.1833
H -5.0893 -0.3499 3.8428
H -3.9500 -1.5763 3.3953
H -3.5196 -0.4033 4.6278
H -4.2746 -0.1844 0.0856
H -5.6094 -0.1805 1.2272
H -5.0119 1.3315 0.4864
H -1.4089 2.3920 1.5995
H -3.1322 2.6576 0.1877
H -1.6724 3.1870 -0.5098
H -1.8996 0.7274 -1.8017
H -3.5915 1.2442 -1.5048
H -2.7701 3.4363 -2.3755
H -2.8782 2.2102 -3.4828
H 0.0041 1.1735 -1.5255
H 0.2616 2.7948 -1.0612
H 2.0978 1.0514 -2.1544
H 2.7300 1.2167 -0.5573
H 2.3002 3.2859 -2.6841
H 2.4324 3.8188 -1.0170
H 4.6476 0.0956 -1.6669
H 5.8581 1.2109 -1.0563
H 6.0234 0.4565 -2.6843
H 0.4234 2.0948 2.6692
H -0.5108 4.0162 1.3532
H 0.9763 4.1122 0.4443
H 1.2192 4.3097 3.4517
H 0.4874 5.6528 2.5369
H 2.0931 5.1442 2.1586
C -1.0627 -6.4386 0.4993
C 0.4244 -6.7367 0.6721
C 1.0110 -5.3414 0.8098
O -0.0054 -4.5349 1.4367
C -1.2536 -5.2539 1.4326
H -1.7098 -7.2762 0.7493
H -1.2686 -6.1443 -0.5321
H 0.5879 -7.3063 1.5886
H 0.8583 -7.2930 -0.1557
H 1.2421 -4.9064 -0.1687
H 1.9125 -5.3166 1.4220
H -1.4656 -5.5822 2.4550
H -2.0539 -4.5855 1.1081
*
```

Atom charges from the Löwdin analysis, given in e for atoms 1 to 5: atom 1 (C): -0.0629, atom 2 (C): -0.2640, atom 3 (N): -0.0065, atom 4 (C): -0.3411, atom 5 (C): -0.0906

The following is a DFT calculation (ωB97M-V/def2-TZVPD) of 11 unconnected molecules or ions with the total composition C29H58Cl4O27.

The orbital gap is 10.55 eV. For the total energy, the calculation gives -5011.9095 Ha. As for the SMILES: COC(=O)OC.COC(=O)OC.COC(=O)OC.COC(=O)OC.COC(=O)OC.COC(=O)OC.COC(=O)OC.COC(=O)OC.COC(=O)OC.ClCCl.ClCCl. Its lowest unoccupied orbital energy is 0.27 eV. Its energy above the lowest of the compared OMol25 structures with the same formula, charge and spin is 516.4 kJ/mol. The value obtained for the maximum force is 7.6 eV/A.

```
! RIJCOSX wB97M-V def2-TZVPD def2/J DEFGRID3
* xyz 0 1
C 3.2422 -0.3922 -3.8297
O 2.9735 0.9829 -4.1465
C 3.8607 1.8798 -4.0875
O 5.0975 1.6473 -3.8651
O 3.4388 3.1158 -4.3875
C 4.2205 4.2516 -4.0398
H 3.4368 -0.9281 -4.7588
H 2.3986 -0.8634 -3.3253
H 4.1525 -0.6236 -3.2766
H 4.0119 4.3030 -2.9711
H 3.9081 5.2494 -4.3477
H 5.2911 4.0481 -4.0622
C -0.5910 -3.1144 -3.7833
O -1.0523 -4.4346 -3.8307
C -1.3538 -5.0616 -5.0426
O -1.6711 -4.5366 -6.1110
O -1.1521 -6.3768 -4.8717
C -1.2290 -7.1938 -6.0269
H -0.8504 -2.4790 -4.6301
H 0.4895 -3.1661 -3.9171
H -0.9307 -2.5651 -2.9052
H -1.4726 -6.7215 -6.9785
H -2.0445 -7.9034 -5.8869
H -0.2694 -7.7074 -6.0854
C -7.6031 1.0025 0.9797
O -6.5657 0.7488 0.0427
C -6.6651 1.1858 -1.2315
O -7.6660 1.5633 -1.7901
O -5.5374 0.8770 -1.9307
C -4.2933 0.4847 -1.2621
H -8.4825 1.4899 0.5588
H -7.3266 1.6357 1.8228
H -7.7754 -0.0150 1.3305
H -3.4996 0.4123 -2.0057
H -4.2991 -0.3656 -0.5803
H -3.9569 1.3213 -0.6498
C -2.0698 -3.6225 4.4048
O -1.5878 -2.4390 3.8102
C -2.3081 -1.8083 2.9726
O -3.1462 -2.3330 2.2521
O -1.9998 -0.5367 3.0111
C -2.3817 0.3908 2.0020
H -1.2791 -4.0227 5.0395
H -2.3305 -4.4250 3.7148
H -2.8762 -3.3765 5.0956
H -3.4301 0.3569 1.7056
H -1.8717 0.1166 1.0785
H -2.1504 1.4265 2.2510
C 0.6316 1.7240 3.6140
O 0.4412 2.9508 4.3227
C 0.1258 2.8492 5.6071
O 0.0868 1.8524 6.3388
O -0.1882 4.1325 5.9415
C -0.5564 4.5656 7.2338
H 0.6666 0.8197 4.2215
H 1.6169 1.7843 3.1517
H -0.1597 1.5472 2.8855
H -0.1799 3.9569 8.0559
H -1.6412 4.6297 7.3189
H -0.3462 5.6315 7.3215
C 0.2395 2.8924 -5.0872
O -0.8110 3.3048 -5.9549
C -1.8271 2.4619 -6.2079
O -2.0663 1.4011 -5.6625
O -2.6333 3.0966 -7.1114
C -4.0766 2.8199 -7.1184
H 0.7316 2.0121 -5.5007
H -0.1589 2.7666 -4.0804
H 1.0425 3.6287 -5.0528
H -4.4908 3.0257 -6.1314
H -4.3252 1.8029 -7.4216
H -4.5597 3.4001 -7.9046
C -0.4882 0.3578 -2.1461
O -0.4335 0.2304 -0.7748
C 0.7041 -0.3826 -0.2569
O 1.5415 -0.8202 -1.0114
O 0.5792 -0.4969 1.0159
C 1.5183 -1.1815 1.7947
H -1.3213 0.8866 -2.6092
H -0.6256 -0.6740 -2.4692
H 0.3411 0.8631 -2.6412
H 1.2604 -1.1348 2.8527
H 2.4787 -0.6684 1.7448
H 1.5487 -2.2262 1.4853
C 2.0957 -0.7806 6.2314
O 3.2522 -1.0473 5.4252
C 4.5139 -0.8976 5.9399
O 4.8051 -0.5620 7.0801
O 5.3919 -1.2688 5.0252
C 6.6996 -1.3679 5.4447
H 1.2168 -0.7443 5.5878
H 2.1534 0.2130 6.6758
H 2.0924 -1.5668 6.9864
H 7.1510 -1.8857 4.5983
H 6.9639 -2.0557 6.2479
H 7.2099 -0.4209 5.6200
C 3.2278 2.0482 0.5555
O 2.5340 2.7356 -0.4443
C 1.8224 3.7725 -0.1942
O 1.8864 4.5444 0.7674
O 0.9799 3.9059 -1.3386
C 0.0554 4.9908 -1.3906
H 4.0905 2.6363 0.8686
H 3.4083 1.0289 0.2141
H 2.5682 2.1272 1.4197
H -0.6435 4.8946 -0.5597
H -0.6161 4.7705 -2.2205
H 0.4599 6.0029 -1.4035
C 3.3137 -5.3800 3.8869
Cl 1.8640 -4.2231 3.5806
Cl 4.8342 -4.5161 3.7408
H 3.3870 -5.7280 4.9173
H 3.2589 -6.0880 3.0600
C -1.5586 -4.2407 -0.3405
Cl 0.2451 -3.8454 -0.3153
Cl -2.4155 -2.7145 -0.5564
H -1.7992 -5.0934 -0.9754
H -1.9171 -4.5324 0.6467
*
```

Atom charges from the Löwdin analysis, given in e for atoms 1 to 5: atom 1 (C): -0.0030, atom 2 (O): 0.0389, atom 3 (C): -0.5856, atom 4 (O): 0.0403, atom 5 (O): -0.0220

The following is a DFT calculation (ωB97M-V/def2-TZVPD) of 4 unconnected molecules or ions with the total composition C29H60BrCl2NO14P3S2.

The orbital gap is 7.50 eV. For the total energy, the calculation gives -7564.0622 Ha. Its lowest unoccupied orbital energy is 2.16 eV. The value obtained for the maximum force is 2.5 eV/A.

```
! RIJCOSX wB97M-V def2-TZVPD def2/J DEFGRID3
* xyz -1 1
C -4.4674 -4.5740 -0.1646
C -3.4230 -5.0460 -1.1776
N -2.8608 -3.9508 -1.9853
C -1.3723 -3.9331 -1.9426
C -0.7657 -3.2814 -0.7032
C -0.3755 -1.7643 -0.7066
P -1.7112 -1.0279 0.5415
O -3.0274 -1.8121 0.0000
Cl -2.2872 0.9023 -0.0302
C 1.1103 -1.5548 -0.1450
C 1.0566 -2.0542 1.3282
C 2.2935 -2.2298 2.2113
C 1.8506 -2.7007 3.5942
Cl 1.1725 -1.3981 4.6108
C 2.0908 -2.5942 -0.9046
O 3.1893 -2.7432 -0.3634
O 1.6280 -3.1476 -1.8693
C 1.6314 -0.0618 -0.3255
C 3.1843 0.0121 -0.1593
C 4.0762 1.2777 -0.2581
C 3.5792 2.7159 -0.1651
O 5.0752 1.1382 0.7909
P 0.7034 0.8776 1.0758
O 0.5913 2.3638 0.3747
Br 2.1846 1.3141 2.7218
C 1.2560 0.6194 -1.6611
P 2.3640 0.5297 -3.1949
O 1.2760 0.9028 -4.3130
O 3.2018 1.8971 -3.0865
S 3.4394 -0.9787 -3.6501
O -0.1074 0.4400 -2.0749
S -0.6542 -1.0311 -2.3327
O -2.0693 -0.8940 -2.4947
O 0.0700 -1.5618 -3.4418
C -3.2419 -4.0982 -3.3702
C -4.0960 -2.9792 -3.9107
O -2.8862 -5.0301 -4.0665
H -5.1079 -5.4083 0.1223
H -5.0485 -3.7441 -0.5563
H -3.9828 -4.2291 0.7486
H -2.6315 -5.5762 -0.6455
H -3.8853 -5.7944 -1.8263
H -0.9973 -3.5139 -2.8684
H -1.0326 -4.9728 -1.9530
H 0.1343 -3.8454 -0.5091
H -1.4064 -3.5078 0.1573
H -3.8037 -1.2508 0.0908
H 0.3152 -1.5295 1.9322
H 0.6605 -3.0690 1.2667
H 2.8988 -1.3382 2.3543
H 2.9462 -3.0146 1.8418
H 2.6966 -3.1179 4.1314
H 1.0860 -3.4692 3.5015
H 3.4453 -0.4892 0.7613
H 3.5925 -0.6611 -0.9048
H 4.6401 1.2045 -1.1833
H 4.3653 3.3550 -0.5782
H 2.6679 2.9532 -0.7067
H 3.4534 3.0303 0.8635
H 5.9368 1.1159 0.3730
H 0.4747 3.0220 1.0697
H 1.2620 1.6888 -1.4582
H 1.2095 0.1453 -4.9099
H 2.6988 2.6066 -2.6716
H -3.7180 -2.7480 -4.9062
H -4.0542 -2.0958 -3.2857
H -5.1144 -3.3475 -4.0394
C 5.0307 4.2153 2.9699
C 4.3626 5.4388 2.3676
O 3.2819 5.9472 3.1336
C 3.6056 6.3703 4.4425
C 4.6161 7.5052 4.4949
H 4.2924 3.4452 3.1940
H 5.7548 3.8003 2.2688
H 5.5603 4.4556 3.8942
H 3.9242 5.1819 1.4035
H 5.1030 6.2260 2.1793
H 3.9530 5.5245 5.0469
H 2.6604 6.7007 4.8746
H 5.6035 7.1883 4.1562
H 4.7177 7.8665 5.5190
H 4.2928 8.3321 3.8608
C -3.8993 -0.0262 8.5093
C -2.8443 -0.8234 7.7580
O -2.9500 -0.7389 6.3525
C -2.8064 0.5584 5.8010
C -1.4649 1.2105 6.0887
H -4.8973 -0.2885 8.1552
H -3.8380 -0.2404 9.5772
H -3.7685 1.0491 8.3792
H -2.9552 -1.8839 7.9861
H -1.8405 -0.5315 8.0887
H -3.6250 1.2088 6.1343
H -2.9257 0.4222 4.7264
H -1.3446 1.4466 7.1480
H -1.3760 2.1425 5.5298
H -0.6499 0.5506 5.7941
C -3.7137 1.7189 -7.4540
C -3.6413 0.4092 -6.6858
O -3.8110 -0.7428 -7.4926
C -2.8313 -0.9357 -8.4953
C -1.4208 -1.1051 -7.9542
H -4.6300 1.7641 -8.0452
H -3.7030 2.5574 -6.7571
H -2.8688 1.8430 -8.1332
H -4.4490 0.3667 -5.9552
H -2.7051 0.3457 -6.1211
H -2.8647 -0.1212 -9.2298
H -3.1367 -1.8440 -9.0156
H -1.0419 -0.1863 -7.5042
H -0.7426 -1.3813 -8.7625
H -1.3941 -1.8848 -7.1923
*
```

Atom charges from the Löwdin analysis, given in e for atoms 1 to 5: atom 1 (C): -0.0910, atom 2 (C): -0.2268, atom 3 (N): -0.0894, atom 4 (C): -0.1547, atom 5 (C): -0.1772

The following is a DFT calculation (ωB97M-V/def2-TZVPD) of 6 unconnected molecules or ions with the total composition C29H60BrFO7Si2.

The orbital gap is 9.86 eV. For the total energy, the calculation gives -4920.5047 Ha. Its lowest unoccupied orbital energy is 0.57 eV. The value obtained for the maximum force is 4.6 eV/A.

```
! RIJCOSX wB97M-V def2-TZVPD def2/J DEFGRID3
* xyz 0 1
C 3.0411 0.3359 2.4586
C 3.6808 -0.7562 1.5900
C 3.4793 -0.4547 0.0835
C 2.5207 -1.3919 -0.6929
C 2.1872 -0.6625 -2.0420
Si 0.8769 -1.7593 0.1554
O -0.4599 -1.0411 -0.5763
Si -1.0329 0.2432 0.3577
C -2.6217 0.9504 -0.3959
C -3.1919 1.9439 0.5611
O -4.0013 1.7374 1.3339
Br -2.4426 3.7756 0.4645
C 0.5883 -3.6319 0.3639
C -0.8526 -3.9985 0.7465
F 1.0444 -4.3626 -0.7409
H 3.4135 1.3078 2.1454
H 3.3221 0.1647 3.4947
H 1.9570 0.3817 2.3772
H 3.4057 -1.7674 1.8860
H 4.7597 -0.6682 1.7765
H 4.4504 -0.5668 -0.3978
H 3.1650 0.5829 -0.0307
H 3.0361 -2.3009 -0.9910
H 3.0591 -0.0734 -2.3253
H 1.9837 -1.3903 -2.8216
H 1.3828 0.0566 -1.9265
H 0.9512 -1.2506 1.5431
H -1.3416 -0.3154 1.6843
H 0.0503 1.2440 0.3902
H -3.3691 0.1873 -0.5819
H -2.3741 1.4860 -1.3112
H 1.2236 -3.9366 1.2020
H -1.1970 -4.9104 0.2712
H -0.9143 -4.0553 1.8298
H -1.5103 -3.1826 0.4479
C 2.5279 -7.6811 -0.8771
C 3.5953 -8.4722 -0.1313
C 4.7569 -8.4291 -1.1134
O 4.6412 -7.1966 -1.8286
C 3.3599 -6.6115 -1.5656
H 1.7553 -7.2653 -0.2321
H 2.0445 -8.3187 -1.6216
H 3.8653 -7.9538 0.7922
H 3.2934 -9.4872 0.1245
H 4.6969 -9.2507 -1.8358
H 5.7291 -8.4723 -0.6201
H 3.5079 -5.7447 -0.9137
H 2.9170 -6.2690 -2.5010
C -4.2460 0.9914 -4.8168
C -3.2938 1.8884 -5.5962
C -2.0658 1.8910 -4.6992
O -2.0413 0.6224 -4.0334
C -3.2929 -0.0423 -4.2360
H -5.0316 0.5478 -5.4268
H -4.7192 1.5611 -4.0123
H -3.0545 1.4299 -6.5587
H -3.6843 2.8876 -5.7834
H -2.1327 2.6761 -3.9373
H -1.1371 2.0259 -5.2544
H -3.1298 -0.8693 -4.9347
H -3.6427 -0.4543 -3.2879
C -4.3251 6.5403 4.1398
C -4.1123 6.2250 2.6650
C -3.1573 7.3300 2.2438
O -2.3706 7.6500 3.3955
C -2.9456 7.0333 4.5513
H -4.6642 5.6884 4.7280
H -5.0591 7.3431 4.2478
H -3.6295 5.2519 2.5593
H -5.0323 6.2133 2.0806
H -3.7007 8.2315 1.9409
H -2.4996 7.0312 1.4256
H -2.2999 6.2001 4.8497
H -2.9801 7.7548 5.3686
C -8.1971 3.2796 -0.1430
C -6.7389 2.8796 0.0440
C -6.0765 3.5669 -1.1406
O -6.8381 4.7470 -1.4090
C -8.0638 4.6996 -0.6727
H -8.7895 3.2212 0.7691
H -8.6655 2.6405 -0.8958
H -6.3556 3.2928 0.9798
H -6.5752 1.8029 0.0572
H -6.1050 2.9331 -2.0355
H -5.0393 3.8416 -0.9431
H -7.9980 5.4240 0.1466
H -8.8898 4.9877 -1.3240
C 9.0320 -2.2257 2.4387
C 9.0233 -1.0287 1.4980
C 7.6537 -1.1547 0.8486
O 6.7928 -1.7614 1.8197
C 7.5837 -2.2683 2.9009
H 9.7373 -2.1327 3.2634
H 9.2752 -3.1341 1.8823
H 9.0819 -0.1019 2.0739
H 9.8374 -1.0312 0.7746
H 7.6886 -1.8068 -0.0305
H 7.2387 -0.1907 0.5491
H 7.4253 -1.6216 3.7706
H 7.2506 -3.2758 3.1526
*
```

Atom charges from the Löwdin analysis, given in e for atoms 1 to 5: atom 1 (C): -0.1196, atom 2 (C): -0.2626, atom 3 (C): -0.2225, atom 4 (C): -0.3757, atom 5 (C): -0.1080